{"formula": "C21H68N8O13", "method": "wB97M-V/def2-TZVPD", "elements": ["C", "C", "O", "H", "H", "H", "H", "H", "H", "C", "C", "O", "H", "H", "H", "H", "H", "H", "C", "C", "O", "H", "H", "H", "H", "H", "H", "C", "C", "O", "H", "H", "H", "H", "H", "H", "C", "C", "O", "H", "H", "H", "H", "H", "H", "C", "C", "O", "H", "H", "H", "H", "H", "H", "C", "C", "O", "H", "H", "H", "H", "H", "H", "C", "C", "O", "H", "H", "H", "H", "H", "H", "C", "O", "N", "N", "H", "H", "H", "H", "C", "O", "N", "N", "H", "H", "H", "H", "C", "O", "N", "N", "H", "H", "H", "H", "C", "O", "N", "N", "H", "H", "H", "H", "C", "O", "H", "H", "H", "H"], "positions_angstrom": [[-0.53670, -4.06302, 0.18544], [0.81120, -4.39849, -0.44036], [1.45806, -5.29510, 0.48097], [-0.45118, -4.05731, 1.30486], [-1.20933, -4.84512, -0.07413], [-0.86209, -3.05438, -0.19976], [1.45059, -3.63492, -0.76544], [0.64304, -4.89160, -1.46126], [1.18710, -6.16507, 0.21896], [1.67913, 2.51218, 3.33427], [2.66747, 1.46706, 3.85355], [3.02171, 0.61068, 2.82312], [2.13668, 3.22295, 2.61746], [1.37188, 3.03631, 4.20926], [0.82280, 2.11843, 2.76188], [2.23999, 0.84872, 4.52461], [3.58360, 1.94470, 4.35371], [3.48048, 1.12880, 2.13749], [-0.23843, -2.78906, -3.08678], [1.07041, -2.02010, -3.37053], [0.85133, -0.64582, -3.54909], [-0.61906, -2.61040, -2.17799], [0.00955, -3.78352, -3.19709], [-0.98312, -2.51844, -3.84161], [1.65414, -2.22244, -4.27098], [1.64979, -2.27603, -2.50336], [1.69569, -0.14195, -3.52562], [-0.17228, -0.76448, 3.89851], [-0.87856, -1.87631, 3.18221], [-0.62100, -3.07419, 3.93181], [-0.59914, -0.75377, 4.93023], [-0.43248, 0.16705, 3.30349], [0.89532, -0.90030, 3.95124], [-0.51637, -2.11639, 2.27324], [-1.87876, -1.73816, 3.00035], [0.23090, -3.51415, 3.70773], [-1.00345, 4.85949, 3.51413], [-2.09497, 4.02528, 3.00911], [-1.51503, 2.75180, 3.06165], [-0.12479, 4.79278, 2.99667], [-0.82400, 4.54519, 4.57141], [-1.31846, 5.86199, 3.43362], [-2.35988, 4.20961, 2.00222], [-3.01188, 4.19126, 3.68324], [-0.97360, 2.69263, 2.26137], [-2.87278, -1.12443, -2.38734], [-3.26393, -1.01605, -3.88072], [-4.38720, -1.82415, -4.11317], [-2.81496, -2.20848, -2.10592], [-3.56026, -0.64147, -1.74273], [-1.86067, -0.66132, -2.19598], [-2.51295, -1.12610, -4.68575], [-3.57807, -0.04055, -3.96842], [-4.14670, -2.76005, -3.99339], [-0.99901, 0.28333, 0.30863], [0.25873, -0.01001, -0.41661], [1.37183, -0.32917, 0.40075], [-1.78269, 0.72984, -0.25447], [-0.78032, 0.97705, 1.11413], [-1.44581, -0.59977, 0.71513], [0.46779, 0.83111, -1.11127], [0.18663, -0.93476, -1.03994], [1.85271, 0.49156, 0.59007], [-3.49232, 3.50309, -0.86031], [-4.26581, 2.43201, -1.56970], [-5.56089, 2.97291, -1.79715], [-4.08051, 4.17969, -0.21318], [-3.05928, 4.22592, -1.58451], [-2.69776, 3.01836, -0.45949], [-4.29470, 1.55948, -0.90192], [-3.87040, 2.08409, -2.57464], [-5.50427, 3.81727, -2.28300], [3.29072, -2.92264, 2.42263], [3.77783, -4.22562, 2.51241], [2.12973, -2.71691, 1.88895], [3.94012, -1.93396, 2.98793], [1.67323, -3.53962, 1.44907], [1.67806, -1.79287, 1.52533], [4.59603, -2.27759, 3.63538], [3.54462, -1.00509, 3.11987], [2.70472, 2.75723, -0.90511], [2.83371, 2.45013, 0.39987], [1.65635, 3.20099, -1.58663], [3.72357, 2.55595, -1.68392], [0.76495, 3.40120, -0.99153], [1.48709, 3.30898, -2.57386], [4.55770, 2.19373, -1.16833], [3.76475, 2.88867, -2.65240], [-1.06748, 2.46548, -3.41715], [-1.06025, 2.50271, -2.05152], [-1.28006, 3.53925, -4.08838], [-0.67155, 1.47456, -4.14029], [-1.70257, 4.31964, -3.56379], [-1.51468, 3.54323, -5.13184], [-0.52010, 0.74236, -3.46909], [-1.11772, 1.24468, -5.03877], [5.42121, 0.43395, 0.36383], [5.71152, 1.33914, -0.63284], [4.47905, -0.41515, 0.14699], [6.04846, 0.38646, 1.46391], [4.03400, -0.48046, -0.81966], [4.23147, -1.10464, 0.79693], [7.07719, 0.67918, 1.49676], [5.90233, -0.44104, 2.05774], [-4.15871, -3.82209, -0.55502], [-3.41755, -3.02387, 0.23112], [-4.82936, -4.37870, 0.13994], [-3.68944, -4.58542, -1.18896], [-4.79539, -3.21259, -1.20500], [-3.89623, -2.21503, 0.18258]], "max_force_ev_per_a": 9.7, "homo_energy_ev": -8.32, "e_tot_ha": -2256.887304, "de_lowest_kj_mol": 117.9}

{"formula": "C21H68O13", "method": "wB97M-V/def2-TZVPD", "elements": ["O", "H", "H", "O", "H", "H", "O", "H", "H", "O", "H", "H", "O", "H", "H", "O", "H", "H", "C", "C", "C", "O", "H", "H", "H", "H", "H", "H", "H", "H", "C", "C", "C", "O", "H", "H", "H", "H", "H", "H", "H", "H", "C", "C", "C", "O", "H", "H", "H", "H", "H", "H", "H", "H", "C", "C", "C", "O", "H", "H", "H", "H", "H", "H", "H", "H", "C", "C", "C", "O", "H", "H", "H", "H", "H", "H", "H", "H", "C", "C", "C", "O", "H", "H", "H", "H", "H", "H", "H", "H", "C", "C", "C", "O", "H", "H", "H", "H", "H", "H", "H", "H"], "positions_angstrom": [[1.59111, -13.98013, -8.90864], [1.62743, -13.19918, -8.35634], [1.32762, -14.68250, -8.31409], [-0.16705, -16.53174, -6.02764], [0.49060, -17.19997, -5.83475], [-0.99420, -16.91952, -5.74183], [0.61052, -12.84680, -3.95537], [1.05657, -12.29722, -4.59975], [-0.24137, -12.42824, -3.83159], [0.89337, -12.10689, -7.53847], [1.09307, -11.76783, -6.66589], [1.16457, -11.40910, -8.13494], [-0.76602, -14.70460, -3.31063], [-0.64373, -14.92469, -4.23411], [0.11791, -14.53344, -2.98562], [1.95659, -14.22154, -2.86260], [1.28158, -13.81616, -3.40689], [2.19459, -13.54325, -2.23054], [0.26636, -17.10185, -1.08549], [-0.51426, -17.35325, -2.38568], [0.40771, -17.60229, -3.67921], [-1.15021, -18.60717, -2.23548], [-0.49442, -16.95873, -0.31813], [0.83831, -16.17598, -1.14689], [0.80043, -17.98163, -0.72657], [-1.19399, -16.50173, -2.41694], [-0.11513, -17.99946, -4.54925], [1.34147, -18.12416, -3.46981], [0.81463, -16.66192, -4.05101], [-0.66351, -19.20657, -1.66499], [1.38170, -15.01693, -5.23847], [1.63432, -14.65754, -6.65674], [3.04048, -15.08936, -7.27873], [0.68409, -15.28562, -7.48171], [0.32016, -14.81089, -5.10140], [1.86832, -14.20869, -4.69252], [1.74304, -16.01797, -5.00301], [1.44382, -13.59114, -6.77760], [3.28132, -14.37780, -8.06855], [3.09565, -16.16296, -7.45888], [3.70866, -15.00621, -6.42158], [-0.03904, -15.66750, -6.97886], [4.12094, -15.97938, -2.65827], [3.58604, -16.48082, -3.95285], [4.71648, -16.43487, -5.04546], [3.16352, -17.79648, -3.78824], [3.39653, -16.23685, -1.88559], [4.07362, -14.90899, -2.45791], [5.08159, -16.42744, -2.40432], [2.70981, -15.91308, -4.26590], [4.31179, -16.49029, -6.05603], [5.32719, -17.33695, -5.00837], [5.37510, -15.57361, -4.93333], [3.83277, -18.12501, -3.18344], [2.93130, -12.52622, -5.73928], [2.27569, -11.22736, -5.28581], [2.76481, -10.04698, -6.15463], [0.91982, -11.27112, -5.38096], [2.97972, -12.76332, -6.80207], [2.37407, -13.29583, -5.20515], [3.88741, -12.33666, -5.25140], [2.49567, -10.96621, -4.25067], [3.81020, -9.79531, -5.97598], [2.16709, -9.21647, -5.77899], [2.64281, -10.14536, -7.23331], [0.53087, -10.49469, -4.97172], [5.95701, -16.80474, -10.89420], [5.12734, -15.57542, -10.61238], [4.57832, -15.51049, -9.17072], [6.02052, -14.44366, -10.92850], [6.73034, -16.75413, -11.66068], [5.39434, -17.73065, -11.01328], [6.53338, -17.06412, -10.00615], [4.26856, -15.58921, -11.28349], [3.67665, -14.89872, -9.14214], [5.28882, -15.19700, -8.40586], [4.27992, -16.53901, -8.96770], [5.65171, -13.59882, -10.66051], [2.21108, -11.63172, -10.22902], [3.11944, -12.66968, -10.86515], [4.38681, -12.07021, -11.69745], [3.68406, -13.11444, -9.57389], [2.74856, -10.82873, -9.72463], [1.48436, -12.08511, -9.55491], [1.57984, -11.10644, -10.94575], [2.69195, -13.54385, -11.35625], [5.15153, -12.83662, -11.82357], [4.78201, -11.20335, -11.16784], [3.95941, -11.76100, -12.65129], [2.96904, -13.41653, -9.00901], [1.69555, -20.31587, -6.88163], [2.09814, -18.96435, -6.20138], [3.33007, -18.24027, -6.74821], [0.96871, -18.15126, -6.33927], [1.33659, -20.02724, -7.86953], [0.88293, -20.82774, -6.36613], [2.44811, -21.10330, -6.92299], [2.25279, -19.07285, -5.12788], [3.09222, -18.00454, -7.78550], [4.22296, -18.84743, -6.59919], [3.50657, -17.27567, -6.27232], [0.81096, -18.16205, -7.28616]], "max_force_ev_per_a": 8.7, "homo_energy_ev": -8.70, "e_tot_ha": -1818.226889, "de_lowest_kj_mol": 1981.1}

{"formula": "C21H69N12O26P5", "method": "wB97M-V/def2-TZVPD", "elements": ["C", "O", "P", "O", "O", "C", "O", "C", "H", "H", "H", "H", "H", "H", "H", "H", "H", "C", "O", "P", "O", "O", "C", "O", "C", "H", "H", "H", "H", "H", "H", "H", "H", "H", "C", "O", "P", "O", "O", "C", "O", "C", "H", "H", "H", "H", "H", "H", "H", "H", "H", "C", "O", "P", "O", "O", "C", "O", "C", "H", "H", "H", "H", "H", "H", "H", "H", "H", "C", "O", "P", "O", "O", "C", "O", "C", "H", "H", "H", "H", "H", "H", "H", "H", "H", "C", "O", "N", "N", "H", "H", "H", "H", "C", "O", "N", "N", "H", "H", "H", "H", "C", "O", "N", "N", "H", "H", "H", "H", "C", "O", "N", "N", "H", "H", "H", "H", "C", "O", "N", "N", "H", "H", "H", "H", "C", "O", "N", "N", "H", "H", "H", "H"], "positions_angstrom": [[1.88938, 2.90699, -0.71019], [2.97680, 2.71157, 0.17450], [4.38096, 3.32544, -0.12752], [4.92286, 2.97576, -1.45951], [5.26852, 3.06826, 1.13998], [4.65901, 2.56125, 2.32246], [4.04431, 4.91701, -0.07398], [4.50501, 5.84792, -1.03678], [1.63985, 2.01703, -1.30801], [2.09061, 3.76546, -1.34250], [0.95421, 3.06412, -0.11089], [3.92869, 3.26261, 2.73354], [5.50870, 2.24164, 2.93980], [4.02261, 1.70853, 2.09891], [5.48334, 6.17712, -0.72972], [3.72813, 6.62075, -1.04775], [4.48632, 5.32453, -2.00873], [-1.64159, 4.78045, -0.84072], [-2.46558, 4.08603, -1.74584], [-4.02392, 4.15665, -1.40064], [-4.38212, 4.04650, 0.02820], [-4.61459, 3.02721, -2.32960], [-4.22678, 2.93200, -3.74514], [-4.48311, 5.59210, -2.00087], [-5.87929, 5.96039, -2.06122], [-1.64000, 5.78745, -1.17709], [-0.62830, 4.35911, -0.85186], [-2.11853, 4.60133, 0.16639], [-3.20228, 3.36939, -3.84589], [-4.78216, 3.50489, -4.45379], [-4.30552, 1.88404, -4.01738], [-6.26875, 5.80291, -3.04734], [-5.91095, 6.99593, -1.76973], [-6.54640, 5.44714, -1.30211], [-0.33659, 3.47238, 5.76398], [-0.39281, 2.80117, 4.48478], [0.79178, 3.26514, 3.60343], [2.15357, 3.39050, 4.16246], [0.22088, 4.68680, 3.13491], [1.07637, 5.49610, 2.37381], [0.77460, 2.09692, 2.49073], [-0.48102, 1.95985, 1.77893], [-0.92114, 2.82913, 6.38478], [-0.71460, 4.51799, 5.64240], [0.69556, 3.54630, 6.17241], [1.34858, 5.06214, 1.36723], [2.01510, 5.69970, 2.90047], [0.57029, 6.43565, 2.14100], [-0.52960, 2.74678, 0.99836], [-1.34613, 2.10999, 2.42757], [-0.56930, 0.99213, 1.27144], [2.04900, -2.17895, -1.82903], [1.08262, -1.12623, -2.07000], [-0.34399, -1.31123, -1.42876], [-0.37015, -1.60646, -0.00199], [-1.10059, -0.03406, -1.82913], [-2.03712, 0.87513, -1.17564], [-0.96824, -2.48339, -2.26624], [-2.24903, -3.00362, -1.94998], [3.10619, -1.77414, -1.93726], [1.99309, -2.90058, -2.62726], [1.91384, -2.56382, -0.81067], [-2.94199, 0.88937, -1.79659], [-1.68157, 1.92088, -1.23292], [-2.25959, 0.44547, -0.17840], [-2.34486, -3.28117, -0.88800], [-2.48679, -3.85756, -2.58521], [-3.07434, -2.34955, -2.15512], [-8.51858, -0.91267, -3.05606], [-7.66638, -1.23621, -1.92547], [-6.09114, -1.23549, -2.18071], [-5.83325, -0.34750, -3.34559], [-5.44409, -0.94830, -0.79685], [-5.46115, 0.38475, -0.27206], [-5.67979, -2.72708, -2.44375], [-5.98855, -3.32869, -3.66273], [-8.07819, -1.14419, -4.03073], [-8.67111, 0.17971, -2.97648], [-9.47582, -1.33362, -2.89216], [-4.63166, 0.26246, 0.42338], [-6.38591, 0.59731, 0.31003], [-5.29834, 1.20050, -0.95359], [-5.22299, -4.07130, -3.86158], [-6.06141, -2.65781, -4.51947], [-6.92594, -3.87627, -3.43382], [-2.85500, -1.14337, 2.90035], [-2.94141, -0.03576, 2.38141], [-3.40026, -1.61298, 4.05047], [-2.04363, -2.11471, 2.36297], [-3.17115, -2.54834, 4.31503], [-3.87739, -1.00988, 4.77261], [-1.72352, -2.93484, 2.83200], [-1.59344, -1.89977, 1.49688], [2.80546, -1.27344, 2.05174], [3.08950, -0.59157, 1.09638], [1.52569, -1.81829, 2.31838], [3.72016, -1.72321, 2.92410], [1.46025, -2.37316, 3.17537], [0.65269, -1.46509, 1.99111], [4.71363, -1.61996, 2.66968], [3.51439, -2.30530, 3.68955], [5.19374, -4.23837, 1.02401], [4.48764, -4.57169, 1.99578], [4.79416, -4.26532, -0.25266], [6.34498, -3.61703, 1.31995], [4.13940, -4.92399, -0.53599], [5.30673, -3.79921, -1.01617], [6.73441, -3.94672, 2.20375], [6.94415, -3.40155, 0.53276], [6.66328, -0.96395, -1.39335], [6.76004, -2.19465, -1.32137], [7.65506, -0.15101, -1.93495], [5.63185, -0.39983, -0.76615], [7.59876, 0.83510, -1.94969], [8.27215, -0.57842, -2.54467], [5.08620, -1.12435, -0.27979], [5.16084, 0.52917, -0.93843], [1.68339, -6.47737, 2.14910], [0.75728, -7.17548, 1.66111], [1.67658, -5.11609, 2.49221], [2.93165, -6.94486, 2.37844], [0.93975, -4.61372, 1.99132], [2.63587, -4.74393, 2.37082], [3.19334, -7.89876, 2.30314], [3.65174, -6.31759, 2.69616], [1.48879, -5.27502, -1.88209], [2.69956, -5.24789, -1.91014], [0.68219, -5.00889, -2.98353], [0.66531, -5.45093, -0.76385], [1.02675, -4.67838, -3.89923], [-0.06680, -4.42633, -2.74112], [1.07667, -5.99587, -0.03442], [-0.26861, -5.75125, -0.77686]], "max_force_ev_per_a": 3.1, "homo_energy_ev": -9.46, "e_tot_ha": -5162.319981, "de_lowest_kj_mol": 0.0}

Question: Number 2 is which compound?
Answer: C21H68O13